{"formula": "ClH2NO3P", "method": "ωB97M-V/def2-TZVPD", "symbols": ["N", "H", "O", "Cl", "O", "O", "H", "P"], "positions_angstrom": [[0.56396, -0.87068, -0.93752], [0.68828, -1.69036, -0.41133], [-1.68120, -0.57491, 0.30048], [-0.52954, 1.56626, 2.12629], [0.73021, 0.66339, 1.48446], [-0.59407, 1.38226, -0.99714], [1.37396, -0.60707, -1.29858], [-0.55161, 0.13111, -0.26666]], "forces_ev_per_angstrom": [[-3.88, -1.75, 1.32], [0.02, -1.25, 0.70], [-0.71, -1.06, 0.65], [0.27, 0.52, 0.95], [-1.75, -0.62, -1.91], [0.04, 1.26, -0.66], [3.98, 2.11, -1.86], [2.04, 0.79, 0.81]], "nbo_charge": [-1.193, 0.378, -1.114, 0.098, -0.864, -1.125, 0.377, 2.442], "gap_ev": 8.6853, "charge": -1, "homo_energy_ev": -4.516, "spin_multiplicity": 1}

***

{"formula": "CHOPS", "method": "ωB97M-V/def2-TZVPD", "symbols": ["P", "O", "H", "C", "S"], "positions_angstrom": [[1.04406, 0.38755, -0.90026], [-1.12452, 1.27352, 0.54641], [-0.90063, -0.69887, 0.29731], [-0.56830, 0.29472, 0.01340], [1.54939, -1.25692, 0.04314]], "forces_ev_per_angstrom": [[0.20, -1.32, 0.79], [1.66, -2.10, -1.63], [-0.18, -0.64, -0.28], [-2.32, 3.32, 1.87], [0.64, 0.75, -0.76]], "nbo_charge": [0.596, -0.505, 0.146, 0.066, -0.303], "gap_ev": 7.2350, "homo_energy_ev": -9.440, "spin_multiplicity": 1, "smiles": "O=CP=S"}

***

{"formula": "C23H27F8N4O17Si", "method": "ωB97M-V/def2-TZVPD", "symbols": ["O", "C", "H", "F", "H", "O", "H", "O", "H", "O", "O", "H", "H", "H", "C", "F", "O", "O", "O", "C", "H", "H", "C", "C", "O", "C", "N", "C", "H", "O", "O", "O", "C", "H", "C", "H", "F", "H", "C", "F", "N", "H", "C", "H", "F", "C", "O", "O", "H", "H", "C", "C", "C", "H", "C", "O", "H", "F", "N", "F", "C", "H", "N", "C", "C", "H", "H", "O", "C", "C", "H", "O", "H", "Si", "F", "H", "C", "H", "H", "C"], "positions_angstrom": [[3.00418, -3.97184, -3.20330], [-6.14095, -0.16872, -2.19906], [7.93465, 4.16328, 3.35740], [6.86353, 5.39661, 5.24406], [1.66716, -1.33159, -1.10409], [-0.70843, -2.86885, 3.85047], [-4.24073, -0.17263, 0.40412], [-10.55867, 1.33851, 1.48769], [-1.00306, 0.39433, 5.90679], [5.52862, 3.68192, 4.65350], [2.83053, -4.26791, -5.42439], [2.24541, -5.88651, -3.21226], [-0.20463, -0.61022, -4.88707], [6.41280, -0.38882, 1.08435], [0.50532, 0.23150, -4.63638], [4.17532, -5.82151, -2.67860], [2.12153, -2.34067, -4.49255], [2.88192, -1.85088, 0.46320], [-12.15791, 2.45717, 0.35117], [1.11804, 2.06524, -2.27432], [-10.06288, -0.59922, 1.01471], [1.50685, 0.02272, -5.07602], [3.72092, -1.03498, 0.69175], [-1.55747, 1.96025, 0.15215], [4.87868, 1.79803, 3.59289], [-11.14502, 1.84482, 0.36032], [-1.11269, -0.14469, -2.13481], [-2.76682, -1.57778, -1.91152], [2.13735, -1.65350, -2.90138], [-5.50246, -0.71459, -1.10801], [0.75690, -1.35247, 4.65938], [-1.37099, -0.74672, 4.22693], [3.54332, -5.39084, -4.90581], [2.82102, -0.25336, -1.95859], [1.90894, -0.89048, -2.09635], [3.23476, -6.31309, -5.39557], [5.54949, 1.66229, -0.04935], [4.09704, 1.61517, 1.33501], [2.60940, -3.42678, -4.38484], [-5.36336, -0.11568, -3.31965], [-0.84101, 1.88818, 1.03727], [-8.42163, 1.67548, -0.24774], [3.17027, -5.35707, -3.45355], [-1.03812, 1.30254, 4.38346], [-6.61291, 1.09763, -1.97694], [-9.60990, 0.39497, 1.03779], [4.58862, -1.11246, 1.73056], [7.06591, 2.32619, 3.72972], [4.61384, -5.24773, -5.06751], [0.36492, 2.67564, -1.71278], [6.78742, 4.04794, 5.19396], [-2.09926, 0.56572, -1.52090], [-4.38998, 0.05975, -0.68750], [-3.37946, -2.49581, -1.96039], [-9.21562, 0.92751, -0.30894], [-10.41570, 1.54773, -0.75430], [0.04236, 1.18862, -4.99955], [-8.55442, 0.39676, 1.89298], [-1.50190, -1.39657, -2.36011], [1.47685, 0.53663, 5.64897], [-0.73320, 0.36584, 4.84873], [1.32060, 2.62452, -3.23103], [-3.12091, -0.33749, -1.36588], [0.72064, 0.06194, 4.63153], [7.75579, 3.48616, 4.19536], [2.04557, 2.05590, -1.63817], [8.71243, 3.22184, 4.64317], [-2.02599, 1.88589, -1.14465], [4.73292, 0.94060, 0.75933], [5.74373, 2.53554, 3.95669], [1.11940, 0.42031, 3.67891], [3.92601, 0.09672, -0.04628], [-4.53083, 1.16523, -0.75564], [0.56201, 0.29998, -2.71716], [-7.23269, -0.93501, -2.46126], [6.88733, 3.63628, 6.20102], [-0.46471, -1.76547, 4.21269], [-8.90469, 0.14025, -0.99349], [5.78774, 0.37344, 2.55088], [5.51096, -0.03158, 1.58886]], "forces_ev_per_angstrom": [[-0.47, -0.02, -0.57], [-1.89, -0.01, -1.09], [-0.16, 0.11, 0.13], [-0.07, -0.03, 0.11], [0.31, 0.16, -0.90], [0.00, 0.33, 0.09], [-0.34, 0.09, -1.09], [0.01, -0.36, -0.61], [0.25, -0.05, 0.01], [0.33, -0.70, -0.03], [-0.15, 0.32, 0.56], [0.09, -0.01, 0.13], [0.87, 0.75, -0.13], [-0.16, 0.11, -0.28], [-1.55, -0.17, 0.66], [-0.11, 0.00, 0.09], [0.32, -0.94, -0.83], [0.47, 0.31, 0.36], [0.35, -0.14, 0.01], [-0.58, 0.81, 0.54], [0.13, -0.01, 0.14], [-0.82, 0.26, 0.42], [-0.23, -0.93, 0.25], [-0.18, -0.31, -3.29], [0.10, 0.67, 0.40], [-0.80, 0.66, -0.09], [-1.79, 1.52, 1.28], [2.78, 2.60, -0.11], [-0.61, 1.15, 1.63], [0.61, 1.27, -0.95], [-0.53, 0.30, -0.47], [0.42, -0.16, -0.06], [0.15, -0.52, -0.61], [-0.91, -0.47, -0.14], [-0.62, 0.18, -0.06], [-0.14, 0.19, -0.10], [-0.10, 0.14, -0.08], [0.09, 0.06, -0.10], [-0.07, 0.41, -0.42], [-0.55, -0.10, 1.41], [0.13, 0.17, 1.36], [-0.04, -0.05, 0.26], [0.56, -0.20, 0.46], [-0.09, -0.17, -0.12], [1.02, -1.25, -0.03], [0.19, 0.23, 0.52], [-0.43, 0.23, -0.57], [-0.58, 0.10, 0.17], [-0.02, 0.02, 0.23], [0.64, -0.33, -0.46], [-0.04, 0.72, 0.04], [0.77, -2.94, -1.16], [0.27, -0.21, 1.89], [0.50, 0.89, 0.10], [0.25, -0.15, -0.64], [-0.01, -0.12, 0.48], [0.58, -0.86, 0.03], [0.05, -0.13, 0.08], [-2.15, -1.72, 0.13], [0.11, 0.03, -0.09], [-0.54, 0.60, 0.00], [-0.13, -0.62, 0.94], [-1.04, 1.13, 0.07], [0.43, -0.01, 0.55], [0.83, -0.08, -0.12], [-0.88, -0.14, -0.70], [-0.12, -0.22, -0.07], [-0.37, -1.05, 1.88], [0.36, 0.23, -0.36], [-0.44, -0.17, -0.14], [0.12, 0.04, 0.11], [-0.11, -0.08, 0.66], [0.02, -0.92, -0.40], [3.91, 0.17, -1.81], [1.64, 0.69, 0.34], [-0.05, 0.14, 0.01], [-0.16, -0.86, -0.09], [-0.25, 0.08, -0.07], [-0.17, -0.30, -0.04], [0.81, -0.36, 0.36]], "mulliken_charge": [-0.212, 0.930, 0.288, -0.285, 0.427, -0.504, 0.391, -0.311, 0.272, -0.311, -0.368, 0.277, 0.309, 0.320, -1.110, -0.272, -0.521, -0.537, -0.474, -0.842, 0.306, 0.317, 0.594, 0.488, -0.542, 0.597, 1.063, -0.121, -0.069, -0.330, -0.292, -0.319, -0.488, 0.138, -0.181, 0.276, -0.337, 0.341, 0.605, -0.234, -0.322, 0.158, 0.281, 0.285, -0.255, 0.314, -0.331, -0.287, 0.293, 0.276, 0.283, 0.187, -0.774, 0.449, 0.000, -0.340, 0.391, -0.290, -0.861, -0.301, -0.432, 0.349, 0.299, 0.429, -0.421, 0.119, 0.253, -0.314, 0.421, 0.667, 0.222, -0.310, 0.492, 0.244, -0.232, 0.301, 0.636, 0.032, 0.090, -0.282], "gap_ev": 8.7621, "charge": 1, "homo_energy_ev": -12.580, "spin_multiplicity": 1}

***

{"formula": "C25H53IN2O4PS2", "method": "ωB97M-V/def2-TZVPD", "symbols": ["C", "H", "H", "H", "H", "H", "H", "H", "C", "H", "H", "N", "H", "H", "C", "N", "C", "H", "H", "H", "O", "C", "S", "C", "C", "H", "C", "C", "H", "C", "O", "C", "C", "H", "H", "I", "H", "C", "H", "H", "H", "H", "H", "C", "H", "H", "H", "S", "H", "H", "H", "C", "H", "H", "H", "C", "H", "H", "C", "H", "H", "C", "C", "H", "H", "C", "H", "H", "H", "C", "H", "C", "C", "C", "H", "O", "O", "H", "H", "H", "H", "H", "P", "H", "H", "C", "H", "H"], "positions_angstrom": [[-2.16933, -3.00400, -0.23504], [3.40545, 0.45744, -2.30907], [1.96343, 0.10527, 0.31966], [-1.66653, 1.17890, -1.72479], [4.46897, 4.41600, -1.23950], [3.38368, -7.12407, 1.02741], [1.66159, -7.45243, -0.73579], [2.96977, 3.66000, 1.40470], [-5.50198, 1.92752, -1.66569], [6.14701, 6.63333, 0.45077], [3.54473, -1.12674, -1.57274], [3.97025, 1.53880, 0.50033], [1.53431, 3.33533, -0.28203], [5.08073, 2.85085, -1.79015], [2.04158, 3.84161, -1.12786], [-1.65944, -0.86699, -1.38261], [4.35090, 3.32702, -1.11664], [-5.04526, 1.94234, 1.94738], [-1.39665, -5.58520, 1.54232], [1.41851, 0.91569, -1.17049], [3.06464, 2.98382, -1.60062], [-2.38912, 0.35180, -1.78425], [-0.42554, -0.88616, -3.76721], [-0.03819, -4.34429, 0.44970], [-0.32192, -5.62354, 1.27876], [2.65947, -5.60300, 0.52105], [-6.07900, 2.30878, 2.01297], [1.37864, -7.40526, 0.32683], [-6.05969, 3.34757, 2.37649], [4.66130, 2.81491, 0.32084], [3.46055, 6.42188, 1.07770], [4.45701, 0.44614, -0.38422], [-6.71217, 2.26547, 0.60571], [-4.77152, 3.06382, 0.08507], [0.06421, -3.44317, 1.07017], [4.97536, -2.18480, 0.15731], [4.79879, -0.43497, 0.32928], [6.20450, 2.72876, 0.60941], [-5.57800, 0.06147, -0.59406], [-7.56640, 0.76810, 2.63097], [-3.28864, 1.64691, -0.23815], [1.27010, 3.97567, -1.90189], [-6.47913, 1.81498, -2.16678], [4.06066, 3.76703, 1.42583], [4.09417, 1.24548, 1.46729], [-0.48800, -6.76042, -0.57498], [5.34370, 0.68978, -0.99094], [1.01717, -1.50491, -1.22349], [0.22560, -5.61315, 2.22855], [-2.84010, 0.26914, -2.78496], [-3.09735, -3.40889, 0.19261], [-3.46296, 0.66232, -0.68190], [1.40821, -8.43043, 0.72509], [2.40959, 4.81596, -0.76891], [-4.85501, -0.10430, -2.19397], [-6.85785, 1.48020, 3.07804], [6.48792, 3.31326, 1.49630], [6.56098, 1.69537, 0.67317], [-4.89617, 0.54961, -1.31113], [-4.84019, 2.41598, -2.40125], [-0.69564, -3.93554, -1.59258], [-5.71017, 2.84984, -0.44768], [-0.45155, -1.04341, -2.15189], [-6.09356, 3.81862, -0.80381], [4.64465, 6.61203, 3.17757], [2.44552, -6.54335, 1.03984], [-0.74306, -7.69115, 0.89020], [2.22648, -6.35979, 2.09837], [-7.37122, 2.11489, 3.81189], [1.92748, 0.02734, -0.77330], [6.73365, 3.19769, -0.23784], [-1.16072, -4.13964, -0.61794], [-0.10702, -6.90638, 0.44693], [-2.48465, -2.09059, -1.48055], [0.91853, -4.44472, -0.08156], [5.80321, 5.73860, 0.31981], [5.17419, 5.89040, 2.81544], [-3.42950, -0.11478, 0.09373], [-7.58779, 2.93486, 0.62620], [-1.67573, -2.35269, 0.49857], [-7.05672, 1.26037, 0.32935], [-3.56258, -1.88996, -1.51750], [4.58421, 5.50379, 1.34223], [-2.24694, -2.68186, -2.38096], [4.39262, 3.38457, 2.40506], [3.35816, -0.08009, -1.34556], [-1.76113, -5.05899, -0.70991], [-6.12814, 0.87236, 3.63525]], "forces_ev_per_angstrom": [[0.57, 0.19, -0.93], [-0.16, -0.09, 0.32], [-0.20, -0.15, -0.31], [-0.07, -0.33, -0.56], [0.23, -0.24, 0.32], [-0.19, 0.30, 0.00], [-0.12, -0.13, 0.30], [0.24, 0.64, -0.06], [0.22, -0.03, -0.14], [-0.02, -0.06, -0.09], [0.18, 0.23, 0.00], [0.46, 0.48, -0.49], [0.13, 0.31, -0.15], [-0.33, 0.06, 0.11], [-0.59, -0.57, 0.57], [0.02, 0.22, -1.17], [0.24, -0.31, -0.32], [-0.22, 0.12, 0.05], [0.34, -0.03, 0.08], [0.00, -0.33, 0.16], [0.22, 0.63, -0.09], [0.00, 0.36, 1.50], [0.12, 0.02, 0.14], [-0.20, -0.52, -0.45], [-0.55, 0.53, -0.50], [-0.17, -0.12, 0.26], [-0.73, -0.51, 0.24], [-0.32, 0.40, 0.26], [0.29, -0.21, -0.35], [-0.26, 0.24, 1.11], [-0.16, 0.12, -0.27], [-0.85, 0.85, 0.66], [0.41, 1.11, 0.02], [-0.13, -0.07, -0.38], [-0.10, -0.32, -0.09], [1.46, -6.70, 1.04], [-1.03, 4.11, -1.42], [-0.07, 0.59, -1.13], [0.23, 0.06, -0.20], [0.09, 0.33, 0.07], [-0.05, -0.27, -0.02], [0.44, 0.02, 0.02], [0.28, -0.12, 0.12], [0.95, -0.74, -0.47], [0.11, 0.02, -0.14], [-0.05, 0.11, 0.35], [-0.13, 0.25, 0.34], [-0.27, -0.53, -0.01], [0.01, -0.20, -0.28], [0.18, 0.18, 0.19], [0.26, 0.03, -0.07], [-0.88, -1.02, -1.34], [0.17, 0.24, -0.15], [-0.04, -0.20, -0.27], [-0.06, 0.26, 0.19], [0.67, -0.20, 0.01], [-0.05, -0.41, -0.12], [-0.24, 0.20, 0.15], [-0.16, 0.64, 0.70], [-0.16, -0.02, 0.22], [-0.24, 0.02, 0.20], [-0.48, -0.24, 0.11], [0.15, 0.59, 0.18], [0.19, -0.24, 0.07], [-0.07, -0.08, -0.15], [0.40, -0.78, -0.15], [0.34, 0.07, -0.16], [-0.07, 0.08, -0.30], [-0.03, -0.19, -0.30], [0.34, 0.44, -0.17], [0.07, -0.16, 0.31], [-0.23, 0.30, 0.82], [0.34, -0.08, 0.24], [0.13, -1.20, 1.30], [-0.18, 0.00, 0.25], [0.07, -0.59, 0.62], [0.47, -0.48, -0.45], [0.43, 0.41, -0.05], [0.00, -0.46, -0.06], [-0.37, -0.15, -0.08], [0.17, 0.19, 0.16], [0.34, 0.48, 0.05], [-1.46, 0.92, 0.73], [-0.14, 0.43, 0.05], [-0.04, 0.13, -0.28], [-0.13, 0.88, -0.27], [0.41, 0.12, -0.20], [-0.33, 0.15, 0.00]], "mulliken_charge": [-0.897, 0.088, 0.400, 0.261, 0.665, 0.372, 0.253, 0.468, -1.120, 0.327, 0.851, 0.130, 0.196, 0.367, -0.713, 0.373, -1.629, 0.208, 0.453, -0.041, -0.277, -1.056, -0.216, -0.487, -0.965, 0.342, -0.278, -0.423, 0.327, 1.561, -0.717, -0.619, -0.711, 0.384, 0.485, -0.791, 0.511, -1.529, 0.255, 0.326, 0.393, 0.270, 0.358, -1.408, 0.268, 0.253, 0.235, -0.124, 0.342, 0.471, 0.382, -0.405, 0.314, 0.327, 0.544, -1.150, 0.293, 0.405, -0.559, 0.361, 0.345, -0.753, -0.210, 0.420, 0.344, -1.199, 0.391, 0.262, 0.288, -0.076, 0.333, -0.684, -0.556, -0.793, 0.153, -0.490, -0.540, 0.278, 0.330, 0.413, 0.432, 0.243, 0.805, 0.522, 0.596, -1.357, 0.502, 0.301], "gap_ev": 4.7518, "charge": -1, "homo_energy_ev": -2.845, "spin_multiplicity": 1}